The following is a DFT calculation (the ωB97M-V functional and the def2-TZVPD basis) of a structure of composition C12H13N4O4PdS.

Atoms and positions in Å:
Pd1 0.09112 -0.24940 0.15647
C1 2.61843 -3.97453 -3.38987
C2 3.61416 -2.94175 -2.87636
N1 3.03985 -1.61865 -2.71102
C3 2.15492 -1.37668 -1.67308
S1 1.13094 0.02455 -1.86143
N2 2.18184 -2.16753 -0.65142
N3 1.27066 -1.77666 0.31403
C4 1.15038 -2.51506 1.41879
C5 1.98964 -3.73732 1.59714
C6 0.21661 -2.04820 2.36533
C7 -0.07333 -2.65098 3.61916
C8 -0.99610 -2.08708 4.45104
C9 -1.66922 -0.90326 4.06971
C10 -1.36388 -0.35962 2.84571
N4 -0.46487 -0.89434 2.01386
H1 3.10089 -4.94303 -3.54397
H2 2.18323 -3.65797 -4.34039
H3 1.80656 -4.10344 -2.67379
H4 4.46767 -2.85681 -3.55254
H5 3.99847 -3.24894 -1.90491
H6 2.79018 -1.13530 -3.55930
H7 1.99594 -4.32789 0.68119
H8 1.61981 -4.35486 2.41250
H9 3.03079 -3.47557 1.80516
H10 0.44224 -3.55461 3.91109
H11 -1.21137 -2.55393 5.40496
H12 -2.40178 -0.42537 4.70294
H13 -1.84360 0.53969 2.48090
O1 -2.74880 3.03804 0.49308
C11 -1.93710 2.31556 -0.00280
O2 -1.42744 1.21897 0.22535
C12 -1.26557 3.20034 -1.80738
O3 -2.14451 3.92116 -2.15339
O4 -0.18023 2.73989 -1.97077

Kohn-Sham gap (spin up / spin down) = 5.8 / 7.4 eV
2S+1 = 3
Charge = -1
Energy relative to the best compared isomer or geometry (same formula, charge and spin) = 0.0 kcal/mol
DFT total energy = -41122.2392 eV
Lowest unoccupied orbital energy (spin up / spin down) = 2.959 / 2.695 eV
HOMO energy (spin up / spin down) = -2.82 / -4.73 eV

Atomic partial charges in e from the natural (NBO) method, atoms 1 to 2: atom 1 (Pd): 0.78, atom 2 (C): -0.62



The following is a DFT calculation (the ωB97M-V functional and the def2-TZVPD basis) of a structure of composition C12H13NO.

Atoms and positions in Å:
C1 3.90603 -0.58672 0.65035
C2 1.56263 -0.70784 -0.37717
C3 1.08563 -1.92697 -0.36616
C4 -0.39877 -1.98518 -0.52962
C5 -1.16574 -0.91809 -0.43374
C6 -2.67247 -1.31901 -0.33463
C7 -0.68817 0.39329 -0.16540
C8 -1.52908 1.64813 -0.09760
C9 -0.97976 2.92176 -0.20782
C10 0.47463 2.96800 -0.31629
C11 1.16043 1.75471 0.08215
C12 0.71671 0.48590 -0.26807
H1 4.39293 -1.67749 0.69005
H2 4.75890 0.73405 0.47217
H3 3.11194 -0.32503 1.69079
H4 1.65239 -2.66031 -0.36215
H5 -0.65158 -3.09804 -0.34384
H6 -2.82336 -2.53775 -0.07550
H7 -3.51308 -1.27173 -1.41382
H8 -2.96061 -1.10316 1.60536
H9 -4.17647 -0.56135 0.72532
H10 -2.56807 1.12036 -0.10747
H11 -1.86996 3.67382 -0.38992
H12 1.13234 3.97624 -0.81431
H13 2.32859 2.00939 0.37874
N1 -3.27862 -0.57777 0.79172
O1 2.99260 -0.42919 -0.48312

Kohn-Sham gap = 8.2 eV
Energy relative to the best compared isomer or geometry (same formula, charge and spin) = 220.7 kcal/mol
DFT total energy = -16182.6627 eV
Lowest unoccupied orbital energy = 0.269 eV
HOMO energy = -7.92 eV

Atomic partial charges in e from the natural (NBO) method, atoms 1 to 2: atom 1 (C): -0.26, atom 2 (C): 0.33



The following is a DFT calculation (the ωB97M-V functional and the def2-TZVPD basis) of a structure of composition C12H13NPV.

Atoms and positions in Å:
C1 0.31110 2.67966 -1.64102
C2 0.37366 4.05575 -1.36490
C3 -0.36010 4.60837 -0.30663
C4 -1.08582 3.79943 0.57448
C5 -1.01804 2.40166 0.50683
V1 0.70530 2.00749 0.01726
P1 2.22796 0.76841 -1.65442
H1 0.59730 2.41287 -2.66228
H2 0.91373 4.75929 -2.00599
H3 -0.44714 5.69045 -0.21606
H4 -1.75967 1.82469 1.07153
H5 -1.74358 4.29417 1.29917
H6 3.24853 0.00060 -1.02683
H7 2.97249 1.42663 -2.64856
H8 1.54453 -0.13674 -2.51057
N1 0.12810 0.31234 -0.04115
C6 -0.21962 -0.80136 0.12821
C7 -0.41211 -2.11358 0.59198
C8 0.33793 -2.56972 1.70009
C9 0.22666 -3.89524 2.12998
C10 -0.65078 -4.78036 1.47436
C11 -1.45502 -4.29909 0.43579
C12 -1.35406 -2.97968 -0.01125
H9 0.99887 -1.86880 2.22958
H10 0.82052 -4.22643 2.97868
H11 -0.71622 -5.82476 1.79734
H12 -2.18947 -4.96392 -0.04057
H13 -1.99506 -2.58213 -0.80504

Kohn-Sham gap (spin up / spin down) = 7.5 / 7.2 eV
2S+1 = 2
Charge = +1
DFT total energy = -49109.4341 eV
Lowest unoccupied orbital energy (spin up / spin down) = -4.044 / -3.892 eV
HOMO energy (spin up / spin down) = -11.58 / -11.12 eV

Atomic partial charges in e from the natural (NBO) method, atoms 1 to 2: atom 1 (C): -0.30, atom 2 (C): -0.30



The following is a DFT calculation (the ωB97M-V functional and the def2-TZVPD basis) of a structure of composition C12H14AgCl4N2.

Atoms and positions in Å:
Ag1 -2.87347 -3.64328 -0.98819
C1 -2.62737 -2.56144 2.09537
N1 -1.80934 -1.47225 1.56708
C2 -0.63379 -1.22710 2.19196
C3 0.22285 -0.32356 1.65671
C4 -0.06492 0.30321 0.43246
C5 -1.26184 0.00477 -0.16563
C6 -2.18155 -0.79241 0.48834
C7 0.92743 1.11948 -0.24820
C8 0.58896 2.34462 -0.84221
C9 1.58189 3.15493 -1.32596
N2 2.88111 2.84630 -1.12723
C10 3.24808 1.61933 -0.69154
C11 2.28044 0.76097 -0.24344
C12 3.90358 3.81535 -1.53025
H1 -2.03928 -3.44757 2.32215
H2 -3.52220 -2.71905 1.50554
H3 -2.92368 -2.31212 3.12728
H4 -0.52313 -1.77565 3.11352
H5 1.11468 -0.01192 2.18723
H6 -1.54899 0.52404 -1.07011
H7 -3.14589 -0.97802 -0.01293
H8 -0.42963 2.69201 -0.93948
H9 1.32963 4.10016 -1.78281
H10 4.30081 1.38572 -0.66876
H11 2.63284 -0.09277 0.32094
H12 4.14372 3.65918 -2.58508
H13 4.81656 3.64766 -0.96851
H14 3.52757 4.82832 -1.43902
Cl1 -3.11202 -5.33677 -3.17779
Cl2 -3.74900 -5.30393 1.05232
Cl3 -0.26990 -3.20723 -0.67719
Cl4 -4.78413 -1.60101 -1.57657

Kohn-Sham gap = 1.9 eV
Charge = -1
Energy relative to the best compared isomer or geometry (same formula, charge and spin) = 0.0 kcal/mol
DFT total energy = -69740.3000 eV
Lowest unoccupied orbital energy = -1.156 eV
HOMO energy = -3.07 eV

Atomic partial charges in e from the natural (NBO) method, atoms 1 to 2: atom 1 (Ag): 0.84, atom 2 (C): -0.44



The following is a DFT calculation (the ωB97M-V functional and the def2-TZVPD basis) of a structure of composition C12H14BBaF4IN2.

Atoms and positions in Å:
C1 -0.92811 -5.52381 0.66189
C2 -0.91474 -5.70285 -0.85882
H1 0.06701 -5.68469 1.08838
H2 -1.61113 -6.23371 1.13913
H3 -1.24882 -4.51456 0.93983
H4 -0.36704 -4.89437 -1.34818
H5 -0.43778 -6.64674 -1.14165
H6 -1.93046 -5.71120 -1.26461
C3 1.09181 1.32425 2.53350
C4 1.90236 2.24942 3.15813
C5 2.51222 3.24257 2.39265
C6 2.28512 3.27069 1.02184
H7 0.58034 0.51932 3.05938
H8 2.05271 2.19078 4.23181
H9 3.15678 3.98731 2.85281
H10 2.74873 4.03431 0.40396
N1 0.90564 1.39036 1.25046
C7 1.46025 2.31776 0.43470
C8 1.16419 2.26889 -0.99647
N2 0.35431 1.31410 -1.48396
C9 0.00769 1.14650 -2.72064
C10 1.34295 3.05335 -3.26718
C11 0.49537 2.02213 -3.66491
H11 -0.65581 0.32401 -2.96862
H12 0.20865 1.89164 -4.70480
C12 1.67003 3.16337 -1.91834
H13 2.32888 3.95850 -1.58069
H14 1.74431 3.76099 -3.98749
Ba1 -0.29374 -0.11581 0.03863
I1 -1.12602 -1.59030 2.15309
F1 -2.42136 -0.07277 0.55713
B1 -3.74094 -0.17815 0.93319
F2 -4.40159 0.68535 0.02874
F3 -4.14419 -1.51767 0.76408
F4 -3.85762 0.27101 2.26301

Kohn-Sham gap = 5.0 eV
Energy relative to the best compared isomer or geometry (same formula, charge and spin) = 142.3 kcal/mol
DFT total energy = -35995.6227 eV
Lowest unoccupied orbital energy = -1.897 eV
HOMO energy = -6.90 eV

Atomic partial charges in e from the Löwdin method, atoms 1 to 2: atom 1 (C): -0.17, atom 2 (C): -0.18



The following is a DFT calculation (the ωB97M-V functional and the def2-TZVPD basis) of a structure of composition C12H14BrIN2Zr.

Atoms and positions in Å:
C1 -1.24306 0.02211 4.00216
C2 -2.23857 0.97109 3.43196
H1 -1.63823 -1.00144 4.04456
H2 -0.87409 0.33327 4.97123
H3 -0.30040 -0.01094 3.35143
H4 -2.10025 0.97621 2.27600
H5 -3.25544 0.61034 3.59042
H6 -2.10870 2.02296 3.69214
C3 1.88419 -1.86356 0.76000
C4 2.74285 -2.69374 0.06357
C5 2.86414 -2.50510 -1.31481
C6 2.12880 -1.52038 -1.98318
H7 1.67916 -1.94253 1.83196
H8 3.28629 -3.46081 0.59953
H9 3.53692 -3.14207 -1.87064
H10 2.18857 -1.38984 -3.04943
N1 1.25237 -0.86880 0.07901
C7 1.26910 -0.67295 -1.29514
C8 0.38303 0.35955 -1.89062
N2 -0.47134 1.06407 -1.05586
C9 -1.42563 1.95566 -1.43088
C10 -0.65314 1.65381 -3.66076
C11 -1.52135 2.28445 -2.77145
H11 -2.05419 2.36873 -0.63646
H12 -2.26049 3.01717 -3.08281
C12 0.27353 0.69983 -3.23615
H13 0.93551 0.19029 -3.92658
H14 -0.70934 1.91492 -4.71562
Zr1 -0.29438 0.24579 0.79490
I1 -2.22351 -1.78534 0.46230
Br1 0.94766 2.16724 1.96923

Kohn-Sham gap = 7.1 eV
Charge = +2
DFT total energy = -95061.4815 eV
Lowest unoccupied orbital energy = -8.939 eV
HOMO energy = -16.07 eV

Atomic partial charges in e from the natural (NBO) method, atoms 1 to 2: atom 1 (C): -0.57, atom 2 (C): -0.52